{
  "formula": "C34H40Cl3F24N3O6P",
  "method": "ωB97M-V/def2-TZVPD",
  "symbols": ["C", "O", "C", "C", "C", "C", "C", "C", "O", "C", "C", "C", "C", "C", "N", "C", "C", "C", "N", "C", "C", "Cl", "C", "C", "Cl", "N", "P", "O", "Cl", "H", "H", "H", "H", "H", "H", "H", "H", "H", "H", "H", "H", "H", "H", "H", "H", "H", "H", "H", "H", "H", "H", "H", "H", "H", "H", "H", "H", "C", "C", "C", "F", "F", "F", "F", "O", "C", "C", "F", "F", "F", "F", "H", "H", "H", "H", "C", "C", "C", "F", "F", "F", "F", "O", "C", "C", "F", "F", "F", "F", "H", "H", "H", "H", "C", "C", "C", "F", "F", "F", "F", "O", "C", "C", "F", "F", "F", "F", "H", "H", "H", "H"],
  "xyz": [[4.560, 0.480, -5.876], [3.189, 0.067, -6.099], [2.750, -0.932, -5.146], [1.156, -0.732, -4.928], [0.864, -0.235, -3.410], [0.027, 1.151, -3.399], [0.879, 2.466, -3.394], [2.492, 2.492, -3.445], [3.096, 3.025, -2.247], [2.954, 2.116, -1.123], [0.189, 3.889, -3.341], [0.997, 5.262, -3.328], [1.066, 5.821, -4.855], [2.099, 5.238, -5.954], [0.286, 6.820, -5.255], [-1.395, 3.850, -3.309], [-2.277, 5.202, -3.222], [-2.681, 5.790, -4.657], [-3.760, 6.543, -4.726], [-2.138, 2.481, -3.355], [-3.738, 2.562, -3.339], [-4.521, 2.487, -1.667], [-4.549, 2.718, -4.492], [-6.145, 2.834, -4.370], [-3.761, 2.814, -6.150], [-1.442, 1.184, -3.393], [-2.258, -0.400, -3.455], [-3.652, -0.442, -2.477], [-2.875, -0.573, -5.498], [5.209, -0.314, -5.349], [5.008, 0.728, -6.912], [4.630, 1.450, -5.254], [3.347, -0.965, -4.171], [2.908, -1.962, -5.651], [0.576, -1.706, -5.155], [0.797, 0.128, -5.615], [0.353, -1.052, -2.770], [1.880, -0.054, -2.887], [2.756, 3.241, -4.289], [2.949, 1.490, -3.789], [3.861, 2.317, -0.432], [3.008, 1.008, -1.397], [1.989, 2.411, -0.572], [0.498, 6.077, -2.699], [2.082, 5.175, -2.980], [2.059, 5.825, -6.937], [3.157, 5.312, -5.486], [1.925, 4.124, -6.175], [-0.301, 7.121, -4.447], [-1.604, 5.960, -2.667], [-3.187, 5.049, -2.529], [-1.996, 5.537, -5.536], [-3.851, 6.848, -5.719], [-6.550, 3.128, -5.411], [-6.642, 1.834, -4.084], [-6.490, 3.603, -3.601], [-3.435, -0.539, -1.521], [3.658, 0.221, 5.138], [3.403, -1.274, 4.857], [4.037, -1.813, 3.573], [3.554, -1.208, 2.469], [3.765, -3.134, 3.425], [2.066, -1.510, 4.882], [3.924, -1.973, 5.911], [2.611, 1.128, 4.771], [2.604, 1.600, 3.440], [1.332, 1.197, 2.690], [1.204, -0.146, 2.620], [1.357, 1.652, 1.411], [3.730, 1.211, 2.811], [2.670, 2.949, 3.523], [3.722, 0.318, 6.226], [4.634, 0.555, 4.775], [5.124, -1.699, 3.587], [0.442, 1.595, 3.183], [1.860, -4.808, 5.980], [0.433, -5.206, 6.411], [0.262, -5.574, 7.884], [0.987, -6.656, 8.231], [-1.034, -5.890, 8.142], [-0.010, -6.202, 5.606], [-0.372, -4.131, 6.154], [2.639, -5.832, 5.351], [3.360, -6.705, 6.196], [2.917, -8.163, 6.044], [1.613, -8.319, 6.361], [3.620, -8.970, 6.876], [3.293, -6.266, 7.467], [4.658, -6.588, 5.829], [1.745, -4.046, 5.204], [2.413, -4.303, 6.777], [0.537, -4.743, 8.537], [3.060, -8.511, 5.019], [-5.704, -2.229, 1.493], [-6.128, -1.827, 2.921], [-5.672, -0.444, 3.385], [-4.328, -0.335, 3.433], [-6.115, -0.200, 4.643], [-5.728, -2.787, 3.788], [-7.493, -1.843, 2.949], [-4.551, -3.073, 1.379], [-3.289, -2.441, 1.342], [-2.393, -2.853, 2.514], [-2.948, -2.520, 3.699], [-1.196, -2.219, 2.451], [-3.451, -1.105, 1.246], [-2.715, -2.829, 0.176], [-6.520, -2.842, 1.098], [-5.652, -1.372, 0.816], [-6.064, 0.343, 2.736], [-2.217, -3.931, 2.513]],
  "lowdin_charge": [-0.11, -0.24, -0.22, -0.13, -0.17, -0.07, 0.03, -0.17, -0.21, -0.08, 0.02, -0.07, -0.32, -0.06, 0.11, -0.02, -0.12, -0.25, 0.08, -0.13, -0.59, 0.62, -0.58, -0.11, 0.60, -0.19, 0.72, -0.36, 0.21, 0.11, 0.11, 0.08, 0.12, 0.14, 0.12, 0.13, 0.10, 0.09, 0.12, 0.11, 0.12, 0.10, 0.09, 0.12, 0.12, 0.09, 0.09, 0.08, 0.04, 0.11, 0.12, 0.11, 0.06, 0.09, 0.10, 0.09, 0.05, -0.04, -0.43, -0.29, 0.09, 0.10, 0.12, 0.10, 0.04, -0.50, -0.26, 0.09, 0.07, 0.13, 0.15, 0.15, 0.15, 0.18, 0.18, -0.05, -0.43, -0.30, 0.09, 0.09, 0.13, 0.10, 0.03, -0.50, -0.28, 0.10, 0.10, 0.14, 0.14, 0.13, 0.14, 0.17, 0.18, -0.04, -0.44, -0.30, 0.09, 0.10, 0.14, 0.11, 0.04, -0.50, -0.27, 0.10, 0.09, 0.12, 0.13, 0.15, 0.14, 0.17, 0.18],
  "total_charge": 1,
  "e_homo_ha": -0.45304,
  "total_energy_ha": -6053.465871,
  "molar_mass_g_mol": 1179.99
}

---

{
  "formula": "C34H40F4IN3OPSTeTi",
  "method": "ωB97M-V/def2-TZVPD",
  "symbols": ["Ti", "C", "N", "C", "C", "C", "N", "C", "C", "F", "C", "F", "C", "C", "F", "C", "F", "H", "H", "H", "H", "H", "H", "H", "H", "H", "H", "H", "I", "C", "C", "C", "C", "C", "C", "C", "C", "C", "C", "H", "H", "H", "H", "H", "H", "C", "C", "P", "C", "C", "C", "C", "H", "H", "H", "H", "H", "H", "H", "H", "H", "H", "H", "H", "H", "H", "H", "C", "Te", "C", "C", "C", "C", "C", "C", "C", "H", "H", "H", "H", "H", "H", "H", "H", "O", "S", "N"],
  "xyz": [[0.970, -1.477, 0.662], [-1.370, -4.923, 0.869], [-0.561, -4.288, -0.145], [0.211, -5.246, -0.898], [-1.317, -3.358, -0.945], [-0.452, -2.557, -1.922], [0.822, -2.144, -1.349], [1.968, -2.274, -2.044], [3.112, -1.611, -1.539], [2.909, -0.857, -0.417], [4.355, -1.615, -2.110], [5.345, -0.919, -1.528], [4.596, -2.304, -3.284], [3.513, -2.971, -3.818], [3.680, -3.672, -4.958], [2.256, -2.975, -3.246], [1.316, -3.708, -3.895], [-2.086, -5.651, 0.444], [-1.941, -4.173, 1.417], [-0.725, -5.449, 1.576], [-0.423, -5.925, -1.498], [0.804, -5.846, -0.207], [0.903, -4.741, -1.571], [-1.810, -2.679, -0.247], [-2.120, -3.848, -1.532], [-1.040, -1.670, -2.206], [-0.317, -3.130, -2.832], [5.571, -2.333, -3.744], [2.627, -3.391, 1.716], [3.792, -0.168, 2.349], [5.014, 0.047, 2.875], [5.210, 1.282, 3.549], [4.188, 2.182, 3.649], [2.910, 1.920, 3.086], [1.845, 2.846, 3.182], [0.631, 2.546, 2.629], [0.431, 1.325, 1.948], [1.423, 0.378, 1.792], [2.681, 0.690, 2.394], [5.814, -0.680, 2.795], [6.176, 1.506, 3.989], [4.338, 3.122, 4.169], [2.007, 3.783, 3.703], [-0.189, 3.254, 2.707], [-0.551, 1.148, 1.514], [2.646, 2.589, -0.771], [1.165, 2.776, -1.099], [0.379, 1.169, -1.532], [1.147, 0.783, -3.176], [1.507, 1.916, -4.136], [-1.347, 1.691, -1.950], [-1.614, 2.721, -3.044], [3.098, 3.528, -0.444], [3.209, 2.234, -1.637], [2.774, 1.860, 0.029], [1.029, 3.521, -1.888], [0.640, 3.144, -0.214], [0.474, 0.062, -3.652], [2.051, 0.211, -2.957], [0.635, 2.460, -4.493], [2.032, 1.520, -5.009], [2.171, 2.639, -3.660], [-1.754, 2.038, -0.995], [-1.896, 0.767, -2.155], [-0.994, 3.611, -2.925], [-2.658, 3.042, -3.026], [-1.420, 2.308, -4.034], [-4.807, 1.023, 0.158], [-3.233, -0.336, 0.701], [-3.347, 0.560, 2.636], [-4.542, 1.477, 2.617], [-4.952, 2.122, 3.784], [-6.047, 2.969, 3.784], [-6.753, 3.183, 2.607], [-6.351, 2.549, 1.443], [-5.248, 1.696, 1.435], [-5.629, 0.478, -0.304], [-4.435, 1.760, -0.555], [-2.428, 1.109, 2.842], [-3.444, -0.233, 3.375], [-4.400, 1.947, 4.700], [-6.352, 3.458, 4.700], [-7.613, 3.841, 2.597], [-6.898, 2.713, 0.522], [-2.129, -2.318, 3.621], [-0.718, -2.213, 3.217], [-0.461, -1.820, 1.808]],
  "mulliken_spin": [0.92, 0.00, -0.02, 0.01, 0.01, 0.01, 0.00, -0.03, 0.05, 0.02, -0.01, 0.00, 0.00, 0.00, 0.00, 0.00, 0.00, 0.00, 0.00, 0.00, 0.00, 0.00, -0.01, -0.01, 0.00, 0.00, 0.00, 0.00, 0.01, 0.72, -0.11, 0.05, -0.04, 0.05, 0.00, 0.01, -0.02, 0.30, -0.07, 0.02, 0.00, 0.00, 0.00, 0.00, -0.02, 0.01, 0.00, 0.00, 0.00, 0.00, 0.00, 0.00, 0.00, 0.00, 0.00, 0.00, 0.00, 0.00, 0.00, 0.00, 0.00, 0.00, 0.00, 0.00, 0.00, 0.00, 0.00, 0.00, 0.00, 0.00, 0.00, 0.00, 0.00, 0.00, 0.00, 0.00, 0.00, 0.00, 0.00, 0.00, 0.00, 0.00, 0.00, 0.00, 0.10, 0.18, -0.12],
  "de_lowest_kj_mol": 131.8,
  "total_charge": -1,
  "e_homo_ha": [-0.16543, -0.18427],
  "multiplicity": 3,
  "total_energy_ha": -4113.300428,
  "molar_mass_g_mol": 948.12
}